This record from the Open Molecules 2025 dataset describes 13 unconnected molecules or ions with the total composition C19H56O17 at a distorted geometry. The level of theory is ωB97M-V/def2-TZVPD.

```
92
Properties=species:S:1:pos:R:3:forces:R:3
C -13.5109 3.5625 20.7138 -0.643 0.336 0.089
O -12.6600 3.6789 21.8276 0.362 -0.370 0.342
H -14.5383 3.6814 21.0578 -0.297 0.306 -0.253
H -13.2449 4.3783 20.0416 -0.142 -0.312 -0.202
H -13.4899 2.5805 20.2411 0.453 0.016 -0.287
H -12.9653 3.0047 22.4392 0.280 0.039 0.310
C -2.2702 9.2424 16.8329 0.259 -0.688 0.644
O -3.5988 9.6032 17.1683 0.014 0.421 -0.371
H -2.2533 8.4186 16.1194 0.044 -0.016 -0.190
H -1.6480 10.0514 16.4504 -0.570 0.291 -0.005
H -1.8151 8.8952 17.7605 0.544 -0.109 -0.081
H -3.9206 8.8585 17.6816 -0.307 0.072 0.001
C -8.1206 7.6011 23.2386 0.248 -0.708 0.100
O -7.9947 6.2724 22.7031 0.136 0.514 -0.047
H -8.7075 7.5813 24.1568 -0.047 0.138 0.059
H -7.1046 7.9136 23.4801 -0.088 0.014 0.022
H -8.5413 8.3312 22.5472 -0.120 -0.153 -0.195
H -8.8575 5.8717 22.5744 -0.134 0.175 0.040
C -13.4608 7.4782 10.3316 0.192 0.436 0.568
O -14.3984 6.4231 10.2384 0.072 -0.042 -0.145
H -13.2548 8.0142 9.4051 -0.026 -0.338 -0.341
H -13.7788 8.2458 11.0370 -0.185 0.050 0.210
H -12.5325 7.0730 10.7344 -0.044 -0.132 -0.225
H -15.2470 6.7858 9.9739 -0.020 0.036 -0.035
C -10.3776 14.7792 15.8317 0.967 -0.245 -0.747
O -11.3393 14.2234 16.6663 -0.572 -0.085 0.955
H -9.5022 14.1392 15.7206 0.063 -0.358 -0.092
H -10.7944 14.9336 14.8365 0.123 0.402 -0.136
H -9.9383 15.6868 16.2456 -0.628 0.232 0.086
H -11.4052 13.2781 16.5123 0.042 0.030 -0.065
C -16.0595 12.5104 12.9732 0.370 -0.232 0.668
O -17.1759 11.6268 12.8895 -0.008 0.711 -0.051
H -15.6048 12.6876 11.9985 -0.044 -0.384 0.115
H -16.2579 13.4818 13.4262 -0.623 0.231 -0.218
H -15.3991 12.0443 13.7045 0.854 0.054 -0.451
H -17.3964 11.5286 13.8187 -0.544 -0.389 -0.056
C -9.5312 1.6663 15.6791 -1.366 -0.592 0.070
O -8.7321 1.9128 14.5729 0.852 0.521 -0.591
H -10.2331 2.4694 15.9036 0.150 0.365 0.112
H -10.1770 0.8540 15.3455 0.015 -0.308 0.420
H -9.0058 1.3754 16.5888 0.233 0.014 -0.008
H -8.3752 2.8027 14.6220 0.124 0.005 -0.002
C -9.3315 11.8207 10.7481 -0.213 0.360 0.396
O -9.9230 12.3916 9.5904 0.297 -0.225 -0.241
H -8.9228 10.8146 10.6544 -0.258 -0.217 -0.511
H -8.4997 12.4222 11.1150 -0.114 0.257 0.191
H -10.1457 11.8085 11.4727 0.298 -0.116 0.259
H -9.2342 12.8042 9.0641 -0.014 -0.066 -0.086
C -3.7723 3.9199 18.3052 -0.881 0.484 2.023
O -4.8220 4.9318 18.4369 0.820 -0.019 -1.768
H -3.0332 4.1481 19.0731 0.244 -0.207 0.035
H -4.1934 2.9399 18.5296 0.094 -0.130 -0.213
H -3.2276 3.8858 17.3617 -0.792 0.583 -0.260
H -5.3319 4.9305 19.2503 0.507 -0.674 0.197
C -10.2490 8.3805 16.5403 0.978 -1.318 -0.127
O -11.5377 8.8492 16.5939 -1.756 1.075 0.299
H -9.8762 8.4508 15.5185 0.479 -0.004 0.001
H -9.5796 8.8731 17.2456 -0.191 0.312 -0.118
H -10.3018 7.3327 16.8360 0.694 -0.286 -0.063
H -12.1036 8.1242 16.3189 -0.223 0.223 -0.003
C -16.5186 5.9433 15.4207 -0.190 0.797 1.003
O -15.1731 5.6680 15.1105 0.068 -0.317 -0.550
H -16.6539 5.6374 16.4581 -0.293 -0.369 -0.124
H -16.6962 7.0183 15.4512 -0.018 0.263 -0.256
H -17.2755 5.5144 14.7640 0.221 -0.377 -0.010
H -15.1153 5.5850 14.1559 0.250 0.025 -0.078
C -15.7092 9.6013 21.9889 -0.138 -1.051 -0.351
C -17.2094 9.3682 21.7830 1.621 -0.819 1.185
C -18.2003 10.2161 22.6298 2.288 -2.439 0.244
O -19.0102 10.7394 21.6477 -1.355 0.930 0.181
C -18.5700 10.4826 20.4045 0.983 1.516 -1.270
O -19.0110 11.0470 19.4393 0.410 -1.403 0.857
O -17.4348 9.6988 20.4556 -2.408 1.311 -1.419
H -15.2288 9.1608 21.1152 -0.001 0.175 -0.261
H -15.3063 8.9578 22.7710 -0.067 0.625 0.593
H -15.4207 10.6522 22.0075 -0.090 -0.085 0.420
H -17.4226 8.3029 21.8713 0.004 -0.126 0.260
H -17.5688 10.8555 23.2468 -0.630 1.059 -0.317
H -18.6926 9.5273 23.3163 -0.611 0.304 -0.136
C -2.8395 8.9319 8.2565 1.047 1.145 0.213
C -3.2590 7.5153 8.5260 0.311 0.389 0.078
C -2.1952 6.6541 9.2000 1.559 1.077 -1.398
O -2.8030 6.1343 10.3437 0.838 -1.096 0.677
C -3.9681 6.7304 10.5742 -2.231 -0.474 0.492
O -4.7531 6.4754 11.4641 1.808 0.646 -1.372
O -4.2106 7.5944 9.5660 -1.474 0.153 0.454
H -3.6457 9.6651 8.2318 -0.359 -0.465 -0.441
H -2.1804 9.0802 7.4012 -0.290 -0.311 -0.347
H -2.2325 9.3128 9.0778 0.071 -0.252 0.369
H -3.6636 7.0633 7.6204 -0.391 -0.194 0.199
H -1.3453 7.3011 9.4166 -0.059 0.225 0.867
H -1.6870 5.9504 8.5407 -0.832 -0.841 0.212
```
Positions in Å, forces in eV/Å.

The molecular weight is 556.64 g mol⁻¹. For the HOMO energy, the calculation gives -10.12 eV. For the gap between HOMO and LUMO, the calculation gives 10.249 eV. As for the energy above the lowest of the compared OMol25 structures with the same formula, charge and spin: 83.1 kcal/mol. As for the LUMO energy: 0.13 eV. As for the spin multiplicity: 1.

=====

This record from the Open Molecules 2025 dataset describes a molecular structure, C19H57BBrO22PS6Ta at a distorted geometry. The level of theory is ωB97M-V/def2-TZVPD.

```
108
Properties=species:S:1:pos:R:3:forces:R:3
C 4.1364 -0.9138 0.4893 -0.236 -0.396 0.173
P 2.7844 -1.7539 -0.4365 -0.591 -0.007 -0.289
O 3.1507 -3.4096 -0.3486 0.611 0.118 -0.210
Ta 0.5448 -1.4255 0.7883 -2.541 1.515 0.668
Br 0.2942 0.8901 -0.5710 0.323 -0.508 0.514
O -1.4187 -1.2330 1.5476 2.283 -0.216 -0.332
B -2.3496 -1.5295 0.6271 -0.035 -0.104 -0.545
O -3.0453 -2.7043 0.6216 -0.186 -0.996 -0.425
O -2.6595 -0.6337 -0.3972 -0.875 0.613 0.431
H 4.4331 -1.5165 1.3359 0.075 -0.214 0.342
H 4.9936 -0.7434 -0.1409 0.336 0.101 -0.299
H 3.7809 0.0315 0.8746 -0.169 0.333 -0.001
H 3.7526 -3.5729 -1.0907 -0.268 -0.070 0.243
H -0.2348 -2.4280 -0.5984 0.352 -0.312 0.131
H 0.7999 -2.9157 1.7988 0.199 0.449 -0.333
H 1.3348 -0.4719 2.1781 0.221 -0.373 0.027
H -3.3422 -2.8970 -0.2836 -0.099 0.183 0.585
H -2.6603 0.2405 0.0197 0.547 -0.019 -0.539
O -7.3877 1.0660 -3.5857 -0.019 -0.214 -0.119
S -6.4112 2.0078 -4.0379 0.123 0.478 0.374
O -5.6895 1.7759 -5.2519 -0.028 -0.159 -0.146
O -5.3883 2.3046 -2.8651 -0.046 0.097 -0.094
C -4.6910 1.1868 -2.2474 0.317 -0.510 0.232
C -3.5926 0.6153 -3.1119 -0.109 0.097 -0.498
C -7.1246 3.6162 -4.1118 -0.003 0.029 0.016
H -5.4128 0.4230 -1.9586 -0.124 0.074 -0.091
H -4.2693 1.5968 -1.3332 -0.096 0.195 -0.023
H -3.9930 0.1497 -4.0129 -0.054 0.024 0.013
H -3.0393 -0.1334 -2.5550 0.037 0.039 0.148
H -2.9040 1.4007 -3.4266 0.054 -0.003 0.077
H -7.6506 3.8102 -3.1819 0.004 -0.011 0.023
H -7.8159 3.6145 -4.9510 0.001 -0.030 -0.024
H -6.3349 4.3451 -4.2792 0.006 0.002 -0.039
O -0.5633 5.1690 1.6287 0.062 -0.093 -0.187
S -0.1452 4.8587 2.9625 -0.423 0.291 0.541
O 0.8335 3.8539 3.2112 0.164 -0.083 -0.199
O -1.4380 4.5781 3.8376 0.026 0.047 0.049
C -2.3478 3.5483 3.3745 -0.337 -0.509 -0.168
C -1.8021 2.1493 3.5718 0.300 0.076 -0.010
C 0.3470 6.3423 3.7759 -0.031 0.048 0.010
H -2.6051 3.7307 2.3299 0.148 0.129 -0.015
H -3.2522 3.6921 3.9624 0.079 0.173 0.098
H -0.9286 1.9670 2.9476 -0.023 -0.047 -0.045
H -2.5548 1.4049 3.3132 -0.068 0.045 0.005
H -1.4995 2.0022 4.6084 -0.058 -0.035 0.028
H -0.4088 7.1044 3.6108 -0.018 -0.003 -0.004
H 1.2959 6.6440 3.3382 0.015 -0.024 -0.021
H 0.4723 6.1319 4.8338 0.017 -0.023 0.015
O 4.1966 3.4392 1.4129 0.119 -0.114 0.033
S 3.7187 3.9955 0.1858 -0.124 0.182 -0.046
O 3.6557 3.1957 -0.9945 0.072 -0.152 -0.040
O 4.5923 5.3047 -0.1324 -0.147 0.136 -0.028
C 6.0201 5.1443 -0.1703 0.426 -0.099 -0.014
C 6.5041 4.4301 -1.4181 -0.139 -0.119 -0.036
C 2.1704 4.7860 0.4309 0.143 0.025 -0.162
H 6.3533 4.6319 0.7342 -0.115 -0.050 0.015
H 6.4207 6.1564 -0.1400 -0.152 0.074 0.024
H 6.1600 3.3983 -1.4431 0.000 -0.009 0.023
H 7.5946 4.4278 -1.4472 0.010 0.076 0.039
H 6.1249 4.9246 -2.3121 0.033 0.042 -0.012
H 2.2352 5.4222 1.3054 0.048 0.000 0.045
H 1.4369 3.9992 0.5776 0.030 -0.102 0.014
H 1.9285 5.3613 -0.4582 0.011 -0.012 -0.031
O 2.0284 -8.2894 2.0801 0.200 -0.077 0.233
S 2.0138 -8.8144 0.7500 -0.349 0.291 -0.468
O 3.0194 -9.7466 0.3386 0.118 -0.126 0.153
O 1.9335 -7.6255 -0.2864 -0.003 -0.138 0.026
C 2.9361 -6.5743 -0.2233 0.465 0.331 0.008
C 4.2843 -7.0335 -0.7436 -0.054 -0.256 0.053
C 0.4279 -9.4977 0.4086 -0.050 -0.032 0.026
H 3.0078 -6.1898 0.7928 -0.136 -0.100 0.062
H 2.5484 -5.7703 -0.8392 -0.265 -0.066 0.029
H 4.7217 -7.8010 -0.1066 0.013 0.021 0.027
H 4.9716 -6.1881 -0.7769 -0.063 0.070 -0.004
H 4.1867 -7.4550 -1.7445 0.007 0.061 -0.037
H -0.3331 -8.7799 0.7001 0.009 0.034 -0.006
H 0.3431 -10.4081 0.9975 0.027 -0.004 0.024
H 0.3692 -9.7269 -0.6511 0.012 0.002 -0.021
O 1.0683 -5.2579 5.1254 0.260 0.104 -0.083
S 0.9279 -5.8159 6.4290 -0.411 -0.207 0.009
O 1.9540 -5.6465 7.4122 0.121 0.078 0.004
O 0.5830 -7.3634 6.2888 -0.041 -0.021 0.176
C 1.4870 -8.1831 5.5126 0.422 -0.236 -0.311
C 2.7809 -8.4817 6.2439 -0.011 0.166 0.165
C -0.6114 -5.3142 7.1202 -0.042 -0.017 0.043
H 1.6783 -7.7166 4.5466 -0.088 0.124 0.034
H 0.9432 -9.1066 5.3261 -0.182 0.076 0.068
H 3.3700 -7.5788 6.3930 0.008 0.015 -0.034
H 3.3781 -9.1861 5.6649 -0.066 -0.034 -0.049
H 2.5778 -8.9077 7.2270 -0.002 -0.062 -0.015
H -1.3939 -5.4695 6.3838 0.008 -0.001 -0.029
H -0.5164 -4.2577 7.3588 0.033 0.023 -0.029
H -0.7951 -5.8909 8.0222 0.013 -0.007 0.015
O -3.3744 4.4889 -7.7021 -0.157 0.041 -0.160
S -3.3712 5.1488 -6.4340 0.363 -0.044 0.259
O -4.4988 5.9409 -6.0394 -0.167 -0.035 -0.061
O -2.0524 6.0409 -6.3382 -0.049 0.009 0.138
C -1.8032 6.9813 -7.3993 0.055 0.310 -0.368
C -2.7054 8.1987 -7.3376 -0.167 -0.090 0.097
C -2.9827 4.0216 -5.1480 0.013 -0.048 0.062
H -1.8844 6.4737 -8.3618 -0.073 -0.100 0.057
H -0.7644 7.2789 -7.2733 0.035 -0.120 0.135
H -3.7456 7.9324 -7.5148 -0.003 -0.018 -0.023
H -2.4049 8.9232 -8.0951 0.085 -0.018 0.002
H -2.6482 8.6666 -6.3553 0.049 0.036 -0.002
H -2.1106 3.4385 -5.4285 0.014 0.014 -0.043
H -3.8487 3.3735 -5.0289 -0.026 -0.060 -0.069
H -2.8008 4.5825 -4.2353 -0.003 0.034 -0.002
```
Positions in Å, forces in eV/Å.

The molecular weight is 1132.68 g mol⁻¹. For the HOMO energy, the calculation gives -4.38 eV. For the gap between HOMO and LUMO, the calculation gives 6.192 eV. As for the LUMO energy: 1.81 eV. Its net charge is -1. As for the spin multiplicity: 1.

=====

This record from the Open Molecules 2025 dataset describes a molecular structure, C19H57O10V at a distorted geometry. The level of theory is ωB97M-V/def2-TZVPD.

```
87
Properties=species:S:1:pos:R:3:forces:R:3
V -1.9122 1.1686 -3.4838 1.718 -0.679 3.181
C -0.8478 -0.0270 -0.6381 -0.416 -0.004 -0.816
O -0.8804 0.9875 -1.6198 -0.660 0.846 -2.336
H -1.8601 -0.4089 -0.4764 0.242 0.157 0.147
H -0.2037 -0.8577 -0.9578 -0.070 0.033 -0.123
H -0.4246 0.3126 0.3137 -0.181 0.294 0.038
C 2.2260 -1.1043 -3.4114 -0.361 -0.046 0.537
C 1.1916 -2.2072 -3.6764 0.748 1.053 0.312
O 0.8488 -2.2230 -5.0566 -0.212 -0.492 0.112
H 2.6412 -1.1942 -2.4049 0.046 -0.064 -0.048
H 1.7481 -0.1204 -3.4149 0.037 0.035 -0.239
H 3.0445 -1.1148 -4.1271 -0.060 -0.119 -0.099
H 0.3201 -2.0077 -3.0402 -0.117 -0.203 -0.070
H 1.6056 -3.1638 -3.3641 -0.138 -0.209 -0.428
H 0.1605 -1.5719 -5.1967 0.009 0.052 -0.130
C -4.7926 0.1605 -1.0083 0.214 0.993 -0.372
C -4.7489 -0.1774 -2.4933 -0.368 -0.208 1.036
O -3.3791 -0.4241 -2.9073 0.361 0.561 -0.700
H -5.8094 0.2880 -0.6385 -0.094 -0.272 -0.149
H -4.3464 1.1590 -0.9325 0.183 -0.158 0.416
H -4.2481 -0.5284 -0.3677 -0.044 -0.176 -0.143
H -5.1048 0.6867 -3.0522 -0.066 -0.210 -0.251
H -5.3527 -1.0596 -2.7046 0.098 0.076 -0.317
H -3.1781 -1.3576 -2.7602 0.263 -0.025 0.172
C 0.9126 4.0220 2.0451 0.599 0.163 -0.290
C 0.5157 4.0394 0.5751 -0.080 -0.523 0.409
O -0.7444 3.3697 0.4468 -0.221 0.260 -0.126
H 0.9899 2.9963 2.4049 -0.192 -0.003 0.074
H 0.2119 4.5929 2.6514 -0.150 -0.157 -0.001
H 1.8993 4.4732 2.1883 -0.043 0.062 -0.086
H 1.2424 3.5079 -0.0484 0.186 0.200 0.117
H 0.4381 5.0716 0.2224 -0.122 -0.061 -0.079
H -0.6612 2.6231 -0.1547 0.009 -0.051 -0.193
C 2.8825 -1.0344 3.3540 -1.036 -0.252 0.262
C 1.3629 -1.0812 3.5910 1.068 0.747 -0.294
O 0.9663 -2.4256 3.3849 -0.396 -0.193 0.324
H 3.2649 -0.0193 3.2711 -0.107 0.045 -0.169
H 2.9918 -1.5936 2.4250 0.670 0.071 0.006
H 3.3901 -1.5145 4.1878 0.136 -0.220 -0.190
H 0.8914 -0.4325 2.8463 -0.228 0.004 0.034
H 1.1285 -0.6966 4.5843 -0.227 -0.234 0.080
H 0.1400 -2.6076 3.8455 0.057 0.064 0.024
C 3.8760 1.8477 0.6736 -0.045 -0.946 -0.508
C 2.6927 0.9492 0.3224 -0.046 0.526 0.360
O 2.3028 1.2414 -1.0164 -0.136 0.144 -0.141
H 3.6053 2.8891 0.5201 0.046 0.070 0.198
H 4.6826 1.5853 -0.0141 0.094 0.221 0.028
H 4.2363 1.6467 1.6816 -0.098 0.210 0.069
H 1.8591 1.1742 1.0022 0.016 -0.123 0.004
H 2.9285 -0.1170 0.4120 0.125 0.100 0.070
H 1.3520 1.1113 -1.0861 -0.161 -0.118 -0.166
C 1.7756 -3.1932 -0.1600 0.103 0.406 -0.235
C 2.3528 -4.2874 0.7397 0.227 0.620 -0.184
O 1.4844 -4.7072 1.7706 -0.029 0.304 -0.217
H 0.7567 -3.3634 -0.5085 -0.013 -0.189 0.084
H 2.4010 -3.0106 -1.0399 0.067 -0.367 0.020
H 1.8097 -2.2265 0.3558 -0.313 -0.107 0.203
H 3.2618 -3.8152 1.1378 0.134 -0.439 0.242
H 2.6605 -5.1684 0.1804 -0.151 -0.041 -0.049
H 1.3067 -3.9176 2.3076 0.035 -0.195 0.071
C 0.1053 4.4515 -2.9107 -0.066 0.299 0.065
C 0.6599 3.2269 -3.5879 0.371 0.896 -0.355
O -0.3942 2.5484 -4.3414 -1.007 -1.290 0.309
H -0.4439 5.1138 -3.5861 0.023 -0.233 -0.245
H 0.9449 5.0632 -2.5715 -0.113 -0.171 0.368
H -0.5700 4.1944 -2.0923 0.222 0.065 0.151
H 1.1225 2.5305 -2.8924 -0.397 -0.249 -0.051
H 1.4346 3.5184 -4.3007 -0.112 -0.166 -0.099
H -0.6268 3.0249 -5.1461 0.333 0.277 0.094
C -1.9014 -2.6375 0.7199 0.689 -0.151 -0.198
C -2.0994 -3.9839 0.0394 0.550 0.421 0.210
O -2.8075 -3.7282 -1.1742 -0.361 0.082 -0.289
H -1.3250 -2.7004 1.6442 -0.284 -0.338 0.166
H -2.8459 -2.1257 0.8964 -0.077 -0.044 0.088
H -1.2641 -2.0099 0.0891 -0.449 -0.576 0.170
H -2.6239 -4.6963 0.6811 -0.112 0.054 -0.101
H -1.1206 -4.3990 -0.2212 -0.064 -0.123 0.264
H -2.9115 -4.5627 -1.6424 -0.028 0.022 0.008
C -1.4099 1.5937 3.7272 0.342 0.230 0.604
C -2.0436 0.4483 4.5091 0.147 0.683 -0.405
O -2.6774 0.9559 5.6701 -0.059 -0.363 0.148
H -2.1954 2.2219 3.3041 0.189 -0.103 -0.477
H -0.6531 1.2691 3.0116 -0.460 -0.060 -0.426
H -0.8546 2.2505 4.4039 -0.081 -0.147 0.203
H -1.2812 -0.2607 4.8308 -0.118 -0.032 0.174
H -2.7561 -0.0668 3.8534 0.001 -0.194 0.151
H -3.3266 1.6154 5.4062 0.013 -0.022 -0.010
```
Positions in Å, forces in eV/Å.

The molecular weight is 496.60 g mol⁻¹. For the HOMO energy (alpha / beta), the calculation gives -11.67 / -11.67 eV. For the gap between HOMO and LUMO (alpha / beta), the calculation gives 6.803 / 6.714 eV. As for the energy above the lowest of the compared OMol25 structures with the same formula, charge and spin: 0.0 kcal/mol. As for the LUMO energy (alpha / beta): -4.87 / -4.96 eV. Its net charge is +1. As for the spin multiplicity: 4.